Record 1
{
  "formula": "C7H11N3O4",
  "method": "ωB97M-V with the def2-TZVPD basis set",
  "orbital_gap_ha": 0.3618,
  "lumo_energy_ev": 0.03,
  "smiles": "O=c1nc(CO)nc(CCO)n1CO",
  "species": ["O", "C", "N", "C", "C", "O", "N", "C", "C", "C", "O", "N", "C", "O", "H", "H", "H", "H", "H", "H", "H", "H", "H", "H", "H"],
  "xyz": [[-1.11, -1.68, -2.18], [-0.69, -0.75, -1.51], [-1.28, 0.44, -1.88], [-0.80, 1.37, -1.16], [-1.33, 2.74, -1.50], [-1.38, 2.94, -2.91], [-0.08, 1.18, 0.02], [0.52, 0.13, 0.27], [1.37, 0.12, 1.47], [0.64, -0.09, 2.86], [-0.11, -1.26, 2.83], [0.18, -0.97, -0.45], [0.58, -2.34, -0.10], [1.73, -2.69, -0.99], [-2.27, 2.79, -1.08], [-0.81, 3.54, -0.94], [-1.97, 2.36, -3.37], [2.15, -0.60, 1.39], [1.99, 0.98, 1.61], [1.38, -0.09, 3.62], [-0.01, 0.81, 3.07], [-0.90, -1.16, 2.24], [-0.23, -3.06, -0.28], [0.85, -2.27, 0.93], [1.58, -2.44, -1.95]],
  "nbo_charge": [-0.60, 0.72, -0.47, 0.45, -0.11, -0.71, -0.55, 0.51, -0.50, -0.03, -0.72, -0.45, 0.10, -0.75, 0.19, 0.20, 0.49, 0.23, 0.25, 0.19, 0.17, 0.47, 0.22, 0.21, 0.49]
}

Record 2
{
  "formula": "C19H24N4O2",
  "method": "ωB97M-V with the def2-TZVPD basis set",
  "orbital_gap_ha": 0.3394,
  "lumo_energy_ev": 0.67,
  "smiles": "CCCCNC(=O)C[C@H](C(=O)N1CCc2ccccc21)n1ccnc1",
  "species": ["C", "C", "C", "C", "N", "C", "O", "C", "C", "C", "O", "N", "C", "C", "C", "C", "C", "C", "C", "C", "N", "C", "C", "N", "C", "H", "H", "H", "H", "H", "H", "H", "H", "H", "H", "H", "H", "H", "H", "H", "H", "H", "H", "H", "H", "H", "H", "H", "H"],
  "xyz": [[-4.19, -2.32, -1.20], [-3.55, -1.53, -0.07], [-2.04, -1.35, -0.24], [-1.25, -2.64, -0.04], [0.16, -2.44, -0.27], [1.01, -2.12, 0.72], [0.69, -2.06, 1.89], [2.43, -1.79, 0.26], [2.62, -0.28, 0.45], [1.45, 0.40, -0.29], [1.32, 0.23, -1.49], [0.58, 1.12, 0.45], [0.60, 1.24, 1.91], [-0.68, 2.00, 2.30], [-1.33, 2.29, 0.98], [-2.51, 2.95, 0.72], [-2.92, 3.09, -0.60], [-2.14, 2.58, -1.63], [-0.95, 1.91, -1.38], [-0.56, 1.76, -0.06], [3.87, 0.18, -0.07], [4.29, 0.17, -1.38], [5.55, 0.70, -1.37], [5.92, 1.02, -0.10], [4.90, 0.70, 0.65], [-3.83, -3.35, -1.21], [-5.27, -2.35, -1.07], [-3.97, -1.87, -2.16], [-3.75, -2.02, 0.89], [-4.01, -0.53, -0.03], [-1.69, -0.62, 0.49], [-1.84, -0.94, -1.23], [-1.37, -2.99, 0.99], [-1.60, -3.42, -0.73], [0.45, -2.28, -1.22], [2.58, -2.06, -0.78], [3.15, -2.33, 0.88], [2.61, -0.05, 1.52], [1.49, 1.79, 2.23], [0.61, 0.24, 2.36], [-0.45, 2.92, 2.83], [-1.33, 1.39, 2.93], [-3.10, 3.34, 1.52], [-3.84, 3.60, -0.83], [-2.47, 2.70, -2.66], [-0.36, 1.52, -2.18], [3.66, -0.16, -2.17], [6.21, 0.86, -2.20], [4.87, 0.82, 1.71]],
  "nbo_charge": [-0.61, -0.39, -0.40, -0.23, -0.60, 0.67, -0.65, -0.48, -0.11, 0.69, -0.64, -0.42, -0.23, -0.43, 0.04, -0.23, -0.22, -0.20, -0.22, 0.12, -0.35, -0.11, -0.09, -0.45, 0.16, 0.20, 0.21, 0.20, 0.20, 0.21, 0.21, 0.20, 0.22, 0.20, 0.41, 0.22, 0.24, 0.23, 0.20, 0.24, 0.22, 0.22, 0.21, 0.21, 0.22, 0.25, 0.24, 0.21, 0.19]
}

Record 3
{
  "formula": "C4O2",
  "method": "ωB97M-V with the def2-TZVPD basis set",
  "orbital_gap_ha": [0.2279, 0.2302],
  "lumo_energy_ev": [-3.94, -3.91],
  "species": ["C", "C", "C", "C", "O", "O"],
  "xyz": [[0.45, -0.51, -0.28], [-0.30, 0.45, 0.16], [1.07, -1.54, -0.70], [-0.86, 1.34, 0.77], [1.70, -2.40, -1.14], [-2.05, 2.67, 1.20]],
  "nbo_charge": [-0.12, -0.21, 0.64, 0.47, -0.35, -0.44]
}

Record 4
{
  "formula": "C48H66BrNO8Sr",
  "method": "ωB97M-V with the def2-TZVPD basis set",
  "orbital_gap_ha": 0.2318,
  "lumo_energy_ev": 3.71,
  "charge": -2,
  "species": ["Sr", "C", "O", "C", "C", "C", "C", "C", "C", "C", "C", "C", "C", "C", "C", "C", "C", "C", "C", "C", "C", "C", "C", "C", "C", "C", "C", "C", "C", "C", "C", "C", "C", "O", "C", "C", "C", "C", "C", "O", "C", "C", "C", "C", "C", "C", "O", "C", "C", "C", "C", "H", "H", "H", "H", "H", "H", "H", "H", "H", "H", "H", "H", "H", "H", "H", "H", "H", "H", "H", "H", "H", "H", "H", "H", "H", "H", "H", "H", "H", "H", "H", "H", "H", "H", "H", "H", "H", "H", "H", "H", "H", "H", "H", "H", "H", "H", "H", "H", "H", "H", "H", "H", "H", "H", "H", "H", "H", "H", "N", "C", "C", "O", "O", "H", "H", "H", "H", "O", "H", "H", "O", "H", "H", "Br"],
  "xyz": [[-1.45, 1.84, -3.09], [-4.86, 0.35, -1.53], [-3.46, 0.07, -1.49], [-3.07, -0.64, -0.39], [-3.15, -0.04, 0.87], [-3.49, 1.44, 1.05], [-2.26, 2.21, 1.44], [-1.94, 2.41, 2.78], [-0.76, 3.03, 3.20], [0.09, 3.47, 2.18], [-0.20, 3.30, 0.83], [0.82, 3.71, -0.21], [1.73, 2.54, -0.56], [2.62, 2.05, 0.40], [3.39, 0.91, 0.17], [3.24, 0.25, -1.04], [2.36, 0.67, -2.02], [2.06, -0.23, -3.22], [1.28, -1.47, -2.79], [1.99, -2.57, -2.31], [1.36, -3.69, -1.78], [-0.04, -3.64, -1.72], [-0.78, -2.56, -2.19], [-2.28, -2.50, -1.94], [-2.58, -1.93, -0.55], [-2.28, -2.67, 0.60], [-2.41, -2.13, 1.87], [-2.83, -0.81, 1.98], [-2.06, -2.90, 3.15], [-3.22, -2.86, 4.14], [-0.83, -2.23, 3.80], [-1.72, -4.36, 2.87], [-0.13, -1.45, -2.77], [-0.79, -0.43, -3.23], [2.11, -4.89, -1.20], [1.58, -6.20, -1.81], [3.61, -4.81, -1.49], [1.92, -4.95, 0.32], [1.67, 1.86, -1.76], [0.89, 2.41, -2.79], [1.63, 3.42, -3.53], [4.33, 0.33, 1.23], [3.82, -1.07, 1.61], [4.37, 1.18, 2.50], [5.75, 0.21, 0.67], [-1.39, 2.66, 0.43], [-1.67, 2.47, -0.84], [-0.46, 3.20, 4.69], [0.90, 3.86, 4.92], [-0.44, 1.82, 5.36], [-1.53, 4.05, 5.37], [-5.31, 0.06, -0.58], [-5.31, -0.20, -2.35], [-4.99, 1.41, -1.72], [-4.25, 1.55, 1.83], [-3.91, 1.83, 0.13], [-2.65, 2.05, 3.52], [1.02, 3.97, 2.43], [1.42, 4.52, 0.21], [0.33, 4.08, -1.10], [2.66, 2.56, 1.35], [3.78, -0.68, -1.22], [3.00, -0.56, -3.66], [1.49, 0.33, -3.96], [3.07, -2.53, -2.37], [-0.59, -4.47, -1.29], [-2.68, -3.52, -2.02], [-2.77, -1.89, -2.69], [-1.91, -3.68, 0.47], [-2.88, -0.33, 2.96], [-3.48, -1.83, 4.42], [-2.96, -3.40, 5.06], [-4.12, -3.31, 3.71], [-1.03, -1.18, 4.04], [0.02, -2.25, 3.12], [-0.55, -2.75, 4.72], [-2.55, -4.87, 2.37], [-1.52, -4.87, 3.82], [-0.84, -4.46, 2.24], [1.67, -6.18, -2.90], [0.52, -6.35, -1.57], [2.14, -7.06, -1.43], [3.81, -4.73, -2.56], [4.11, -5.70, -1.11], [4.07, -3.94, -1.01], [0.86, -5.01, 0.57], [2.31, -4.04, 0.79], [2.43, -5.82, 0.75], [2.12, 4.09, -2.82], [0.91, 3.99, -4.11], [2.36, 2.93, -4.17], [2.80, -1.02, 1.99], [4.45, -1.52, 2.38], [3.80, -1.74, 0.75], [3.40, 1.25, 2.98], [4.71, 2.20, 2.29], [5.07, 0.73, 3.21], [5.78, -0.43, -0.21], [6.42, -0.21, 1.43], [6.13, 1.20, 0.38], [1.72, 3.28, 4.49], [1.08, 3.95, 5.99], [0.94, 4.86, 4.48], [0.32, 1.17, 4.90], [-1.40, 1.31, 5.26], [-0.21, 1.91, 6.43], [-1.58, 5.05, 4.92], [-1.32, 4.16, 6.44], [-2.52, 3.60, 5.26], [-0.76, 1.64, -5.72], [-1.24, 2.87, -6.38], [-1.13, 4.11, -5.48], [-0.72, 5.16, -5.98], [-1.47, 3.92, -4.26], [0.24, 1.56, -5.82], [-1.18, 0.79, -6.09], [-2.30, 2.74, -6.59], [-0.71, 3.10, -7.31], [-2.41, -1.05, -5.52], [-3.07, -0.35, -5.37], [-1.85, -0.93, -4.73], [-3.64, 4.45, -1.68], [-3.48, 4.40, -2.64], [-3.04, 3.77, -1.33], [-4.06, 1.65, -4.48]],
  "mulliken_charge": [0.75, -1.40, 0.30, -0.29, 0.58, -1.04, 0.96, -1.07, -0.36, -0.63, 0.76, -1.50, 0.24, -0.16, -0.06, -0.36, 0.18, -0.93, 0.37, -0.62, -0.58, -0.55, 0.87, -1.54, 0.55, 0.05, -0.27, -0.46, 2.66, -1.85, -1.32, -2.08, 0.04, -0.14, 2.35, -1.94, -2.06, -1.27, -0.37, 0.90, -1.17, 2.49, -1.59, -2.21, -1.92, -0.49, -0.08, 2.40, -2.06, -1.57, -1.90, 0.46, 0.18, 0.31, 0.71, -0.01, 0.41, 0.47, 0.74, 0.15, 0.40, 0.18, 0.78, -0.39, 0.57, 0.24, 0.74, 0.37, 0.27, 0.12, 0.27, 0.47, 0.38, 0.09, 0.22, 0.48, 0.42, 0.46, 0.21, 0.42, 0.28, 0.46, 0.42, 0.44, 0.22, 0.19, 0.02, 0.50, 0.38, 0.11, 0.18, 0.41, 0.50, 0.09, 0.33, 0.42, 0.45, 0.28, 0.47, 0.39, 0.20, 0.46, 0.39, 0.23, 0.28, 0.52, 0.39, 0.47, 0.30, -0.21, -0.55, 0.38, -0.82, -0.53, 0.10, 0.28, 0.25, 0.30, -0.88, 0.23, 0.07, -0.79, 0.31, 0.10, -0.77]
}